Entry 1:
Computed, not measured: a 2-piece molecular cluster, C2H8N2S2 overall in a non-equilibrium geometry, with ωB97M-V/def2-TZVPD.

HOMO level, Eh: -0.305
Energy, eV: -26853.6796
F_max, eV/A: 1.55
M, g/mol: 124.23
Energy above the lowest of the compared OMol25 structures with the same formula, charge and spin, eV: 0.764
Structure (SMILES): [H]/N=C\N.CSS

```
14
Properties=species:S:1:pos:R:3:forces:R:3
H -1.472836 0.793477 -1.610037 -0.88 -0.23 -0.38
N -1.780514 0.910197 -0.648605 1.44 0.36 0.47
C -1.687138 -0.162702 0.024966 -0.60 -0.28 0.13
N -1.846349 -1.453161 -0.390131 0.26 -0.21 -0.19
H -1.565067 -0.126974 1.112795 -0.39 0.22 0.01
H -1.851614 -1.663295 -1.375060 0.05 0.09 -0.05
H -1.500852 -2.189888 0.200775 0.06 0.02 -0.01
C 1.725850 1.383383 0.313995 0.20 -0.05 0.26
S 2.358757 0.063710 -0.736086 -0.19 -0.22 -0.02
S 1.669752 -1.652988 0.303420 0.17 0.38 -0.01
H 0.664262 1.285501 0.522290 -0.13 0.02 -0.28
H 2.272859 1.437065 1.252976 0.11 -0.06 0.02
H 1.911293 2.298306 -0.242723 -0.09 0.09 -0.05
H 1.101595 -0.922635 1.271429 -0.01 -0.14 0.09
```
Positions in Å, forces in eV/Å.

Atom charges from the Mulliken analysis, given in e for atoms 1 to 2:
1. H 0.21
2. N -0.65

---

Entry 2:
Computed, not measured: a 2-piece molecular cluster, C2H8N2S2 overall in a non-equilibrium geometry, with ωB97M-V/def2-TZVPD.

HOMO level (spin up / spin down), Eh: -0.277 / -0.254
Energy, eV: -26850.0585
F_max, eV/A: 3.97
M, g/mol: 124.23
Energy above the lowest of the compared OMol25 structures with the same formula, charge and spin, eV: 4.385

```
14
Properties=species:S:1:pos:R:3:forces:R:3
C -0.147405 -0.094751 1.544503 -0.86 0.32 -1.84
C 0.877805 0.465146 0.536943 -2.63 -1.92 0.16
N 0.231322 -0.223342 -2.404341 2.29 -1.70 -2.77
N -0.326021 0.293138 -1.349085 -0.64 1.66 2.73
S -0.915392 -1.590718 0.834636 0.00 0.07 -0.58
S 1.385158 2.027387 0.841279 2.11 2.27 -0.47
H 0.229996 -0.516097 2.435472 0.98 0.34 1.25
H -0.923302 0.684930 1.761438 0.69 -0.65 -0.09
H 1.604656 -0.245080 0.145091 0.14 0.38 0.22
H 0.827165 0.413729 -3.000638 -0.51 -1.57 0.93
H 0.456747 -1.285039 -2.352990 -0.43 2.83 -0.20
H -0.488579 1.307374 -1.475388 0.16 -0.77 0.10
H -0.761996 -0.936147 -0.400952 -0.76 -0.59 0.52
H 0.491995 2.641309 1.623583 -0.55 -0.68 0.06
```
Positions in Å, forces in eV/Å.

Atom charges from the Mulliken analysis, given in e for atoms 1 to 2:
1. C -0.54
2. C -0.18

---

Entry 3:
Computed, not measured: a 2-piece molecular cluster, C2H8N3 overall in a non-equilibrium geometry, with ωB97M-V/def2-TZVPD.

HOMO level, Eh: -0.518
Energy, eV: -6666.7060
F_max, eV/A: 3.65
Total charge: +1
M, g/mol: 74.11
Energy above the lowest of the compared OMol25 structures with the same formula, charge and spin, eV: 1.923

```
13
Properties=species:S:1:pos:R:3:forces:R:3
C 1.250931 -0.959283 -2.437289 -1.49 -1.76 -0.61
N 0.658248 -0.034104 -1.806776 -0.11 -0.58 0.99
H 0.933608 -2.075840 -2.182408 0.99 2.37 -0.30
H 1.842941 -0.856658 -3.375200 -0.06 0.21 0.89
H 0.809331 0.940284 -2.025926 0.62 0.01 -0.88
H -0.445571 0.203407 -0.223719 0.34 0.05 0.23
N -0.067034 1.012692 2.290166 0.77 0.51 0.73
C -1.067541 0.292101 1.789508 0.30 -1.54 0.21
N -1.133241 -0.025573 0.514896 -1.85 -1.91 -1.46
H 0.636069 1.365000 1.615066 -0.64 -0.29 0.84
H 0.188077 1.149031 3.326333 -1.13 -0.44 -2.36
H -1.795822 -0.222961 2.462826 0.65 0.91 -0.45
H -1.809997 -0.788096 0.052524 1.59 2.46 2.17
```
Positions in Å, forces in eV/Å.

Atom charges from the Mulliken analysis, given in e for atoms 1 to 2:
1. C -0.26
2. N -0.50